21
Properties=species:S:1:pos:R:3:lowdin_charge:R:1 method="wB97M-V/def2-TZVPD" fmax_ev_per_a=5.62 lumo_energy_ev=-13.0796 multiplicity=1 energy_ha=-968.57660 homo_lumo_gap_ev=2.07 total_charge=+2
N 3.739 -1.754 1.585 0.064
C 3.762 -1.187 0.497 -0.144
O 3.468 -0.363 -0.624 0.047
C 2.088 0.130 -0.491 -0.097
C 1.849 1.325 0.245 0.113
C 0.358 1.855 0.443 -0.252
O 0.187 3.011 0.904 0.106
C -0.828 0.856 0.058 0.019
C -2.298 1.194 0.460 0.066
C -3.457 0.246 0.072 0.082
C -3.164 -1.079 -0.716 -0.041
F -4.194 -1.982 -1.085 0.064
C -1.690 -1.432 -1.142 0.135
C -0.545 -0.465 -0.765 -0.006
C 0.958 -0.757 -1.190 -0.201
O 1.238 -1.666 -2.022 0.116
H 2.779 1.854 0.667 0.143
H -2.492 2.168 1.030 0.138
H -4.515 0.578 0.382 0.141
H -1.531 -2.391 -1.744 0.147
Cd 4.286 -0.141 3.436 1.358



90
Properties=species:S:1:pos:R:3:lowdin_charge:R:1 method="wB97M-V/def2-TZVPD" fmax_ev_per_a=0.48 lumo_energy_ev="-0.9050 / -1.3807" multiplicity=4 de_lowest_kj_mol=66.4 energy_ha=-3721.64902 homo_lumo_gap_ev="6.85 / 6.63" total_charge=0
Tc 0.780 0.564 0.851 0.930
C 2.045 -5.373 0.634 -0.036
C 1.962 -4.093 1.409 -0.256
C 1.061 -3.095 1.062 -0.030
C 1.019 -1.912 1.787 -0.167
C 1.866 -1.689 2.858 -0.277
C 2.775 -2.680 3.206 -0.037
C 2.809 -3.862 2.489 -0.011
S 1.876 -0.217 3.840 0.582
O 0.921 -0.347 4.903 -0.277
O 3.244 0.050 4.201 -0.291
N 1.372 0.867 2.738 -0.386
C 1.476 2.262 3.129 -0.176
C 0.910 3.129 2.016 -0.575
O 0.749 4.311 2.104 0.121
O 0.578 2.461 0.886 -0.291
H 1.430 -5.331 -0.262 0.080
H 1.708 -6.217 1.236 0.087
H 3.074 -5.572 0.335 0.079
H 0.398 -3.211 0.213 0.107
H 0.183 -1.242 1.505 0.010
H 3.469 -2.506 4.015 0.124
H 3.537 -4.617 2.756 0.126
H 2.523 2.549 3.283 0.130
H 0.918 2.470 4.047 0.138
C 5.733 -2.964 0.348 -0.088
C 5.804 -1.942 1.280 -0.081
C 4.941 -0.860 1.193 -0.106
C 3.997 -0.781 0.169 -0.319
C 3.930 -1.827 -0.754 -0.100
C 4.789 -2.911 -0.667 -0.089
Si 3.037 0.798 -0.095 0.679
C 3.273 1.463 -1.825 -0.316
C 4.203 2.503 -1.930 -0.112
C 4.568 3.019 -3.164 -0.083
C 4.011 2.502 -4.321 -0.085
C 3.089 1.469 -4.238 -0.081
C 2.726 0.957 -3.003 -0.134
H 6.416 -3.801 0.408 0.103
H 6.539 -1.978 2.073 0.107
H 5.011 -0.067 1.925 0.097
H 3.222 -1.784 -1.574 0.101
H 4.737 -3.702 -1.403 0.104
H 3.607 1.834 0.802 0.006
H 4.641 2.925 -1.035 0.088
H 5.285 3.827 -3.219 0.103
H 4.289 2.905 -5.285 0.103
H 2.647 1.063 -5.137 0.104
H 1.999 0.156 -2.972 0.030
C -1.977 3.151 -2.736 -0.222
Si -2.980 2.869 -1.179 0.330
C -4.793 3.246 -1.508 -0.216
C -2.364 3.982 0.190 -0.200
Si -2.813 0.588 -0.615 0.102
Te -0.493 -0.140 -1.314 0.527
Si -4.060 -0.762 -2.100 0.305
C -5.909 -0.530 -1.869 -0.207
C -3.599 -0.285 -3.855 -0.222
C -3.651 -2.573 -1.824 -0.223
Si -3.273 0.096 1.637 0.332
C -5.091 0.484 1.910 -0.208
C -2.963 -1.712 2.040 -0.192
C -2.254 1.148 2.811 -0.199
H -2.082 4.189 -3.059 0.035
H -2.302 2.508 -3.552 0.015
H -0.921 2.958 -2.559 0.012
H -4.912 4.301 -1.758 0.032
H -5.411 3.043 -0.634 0.022
H -5.186 2.665 -2.339 0.013
H -2.366 5.015 -0.166 0.041
H -1.352 3.739 0.504 -0.001
H -3.016 3.937 1.062 0.027
H -6.220 0.501 -2.010 0.015
H -6.234 -0.842 -0.879 0.014
H -6.444 -1.142 -2.598 0.033
H -3.966 0.710 -4.103 0.021
H -4.045 -0.988 -4.560 0.032
H -2.522 -0.292 -4.011 0.011
H -4.032 -2.926 -0.868 0.014
H -2.579 -2.756 -1.852 0.004
H -4.119 -3.174 -2.606 0.032
H -5.730 -0.188 1.341 0.014
H -5.343 1.503 1.625 0.023
H -5.335 0.362 2.967 0.034
H -3.336 -2.382 1.269 0.011
H -3.471 -1.955 2.975 0.039
H -1.907 -1.930 2.184 0.009
H -2.420 2.212 2.655 0.025
H -1.183 0.966 2.721 -0.017
H -2.526 0.904 3.841 0.046



13
Properties=species:S:1:pos:R:3:lowdin_charge:R:1 method="wB97M-V/def2-TZVPD" fmax_ev_per_a=0.62 lumo_energy_ev=0.8503 multiplicity=1 de_lowest_kj_mol=263.3 energy_ha=-323.68068 homo_lumo_gap_ev=10.81 total_charge=0
C -1.045 -1.178 0.852 -0.039
C 0.007 -0.324 0.214 -0.326
C -0.171 1.179 0.113 -0.216
O -0.315 1.592 -1.228 -0.054
N 1.007 -0.923 -0.307 0.048
O 1.876 -0.002 -0.912 -0.081
H -0.873 -2.230 0.621 0.078
H -1.065 -1.058 1.941 0.084
H -2.029 -0.887 0.470 0.085
H 0.681 1.672 0.606 0.124
H -1.083 1.485 0.630 0.122
H 0.466 1.246 -1.690 0.073
H 2.544 -0.570 -1.312 0.102



6
Properties=species:S:1:pos:R:3:lowdin_charge:R:1 method="wB97M-V/def2-TZVPD" fmax_ev_per_a=3.24 lumo_energy_ev="-1.6685 / -1.6682" multiplicity=1 de_lowest_kj_mol=28.2 energy_ha=-1375.65040 homo_lumo_gap_ev="7.54 / 7.54" total_charge=0
C -0.764 0.449 0.104 -0.810
O 0.486 -2.072 0.078 -0.414
P 0.546 -0.668 -0.310 0.288
Cl 2.266 0.226 0.157 0.322
Cl -0.742 2.163 0.028 0.552
H -1.791 -0.097 -0.058 0.062



7
Properties=species:S:1:pos:R:3:lowdin_charge:R:1 method="wB97M-V/def2-TZVPD" fmax_ev_per_a=2.31 lumo_energy_ev=3.9719 multiplicity=1 de_lowest_kj_mol=304.9 energy_ha=-734.00001 homo_lumo_gap_ev=8.26 total_charge=-1
N 0.315 -0.432 -0.630 0.038
N 1.421 -0.266 -0.069 -0.526
O 2.614 -0.552 -0.382 -0.172
O 1.407 -0.535 2.500 -0.539
O -0.315 0.907 1.503 -0.575
S 1.179 0.650 1.680 0.739
H -0.363 -0.085 0.213 0.035



145
Properties=species:S:1:pos:R:3:lowdin_charge:R:1 method="wB97M-V/def2-TZVPD" fmax_ev_per_a=2.63 lumo_energy_ev=-3.7773 multiplicity=1 energy_ha=-3644.96116 homo_lumo_gap_ev=7.33 total_charge=+1
C -7.233 -2.427 -1.431 -0.091
C -5.855 -1.863 -1.832 -0.210
C -4.749 -2.728 -1.200 -0.188
O -3.483 -2.369 -1.785 -0.069
C -2.429 -2.964 -1.145 -0.148
C -2.144 -4.243 -1.588 0.028
B -2.956 -4.984 -2.751 -0.405
O -3.562 -4.272 -3.769 0.154
C -3.157 -6.565 -2.778 -0.133
C -4.233 -6.942 -1.696 -0.077
C -1.063 -4.913 -0.950 0.042
C -0.276 -4.374 0.038 -0.123
C 0.805 -5.287 0.612 -0.201
S 0.690 -7.037 0.209 0.691
O 1.101 -7.213 -1.161 -0.343
O -0.625 -7.550 0.470 -0.328
C -0.509 -3.021 0.473 0.010
C 0.284 -2.321 1.460 -0.060
C 1.522 -2.923 2.113 -0.081
C 1.113 -3.634 3.480 -0.227
O -0.304 -3.795 3.437 -0.230
Si -0.995 -4.394 4.873 0.478
C -1.345 -6.258 4.833 -0.157
C -0.070 -3.942 6.459 -0.159
C -2.706 -3.558 4.997 -0.160
C -0.078 -1.042 1.838 -0.125
C 0.770 -0.407 2.950 -0.081
C 2.097 0.216 2.451 -0.423
C 3.143 0.469 3.556 -0.013
N 2.323 0.459 1.232 0.166
N -1.155 -0.373 1.255 0.089
Si -1.553 1.363 1.755 0.623
C -2.197 1.226 3.546 -0.151
C -2.837 2.315 0.784 -0.161
C -0.028 2.497 1.763 -0.147
C -1.901 -1.004 0.346 -0.209
O -3.015 -0.427 -0.197 -0.031
N -4.135 -0.580 0.721 0.065
O -4.973 0.161 0.459 0.130
C -1.623 -2.324 -0.115 0.056
H -7.379 -2.426 -0.337 0.080
H -7.283 -3.488 -1.737 0.080
H -8.071 -1.926 -1.934 0.080
H -5.749 -2.015 -2.922 0.125
H -5.725 -0.787 -1.650 0.094
H -4.728 -2.675 -0.095 0.126
H -5.021 -3.775 -1.440 0.119
H -3.015 -3.491 -3.939 0.115
H -3.507 -6.826 -3.789 0.106
H -2.171 -7.019 -2.586 0.097
H -4.974 -6.130 -1.592 0.061
H -4.702 -7.893 -1.975 0.077
H -3.720 -7.003 -0.723 0.075
H -0.895 -5.923 -1.331 0.090
H 1.791 -4.945 0.256 0.115
H 0.757 -5.233 1.714 0.083
H 1.636 -7.692 0.964 0.095
H 2.126 -3.562 1.471 0.099
H 2.252 -2.162 2.430 0.099
H 1.449 -3.012 4.322 0.097
H 1.640 -4.604 3.545 0.127
H -0.430 -6.800 5.110 0.031
H -2.167 -6.443 5.543 0.041
H -1.693 -6.504 3.815 0.036
H -0.845 -3.765 7.227 0.043
H 0.517 -3.013 6.389 0.029
H 0.542 -4.792 6.804 0.040
H -2.897 -3.032 4.037 0.018
H -2.717 -2.768 5.766 0.030
H -3.525 -4.281 5.112 0.032
H 0.210 0.270 3.611 0.099
H 1.122 -1.182 3.649 0.100
H 3.774 -0.426 3.702 0.091
H 3.790 1.311 3.270 0.090
H 2.644 0.740 4.501 0.085
H 3.262 0.852 1.126 0.063
H -1.420 1.614 4.226 0.036
H -2.337 0.167 3.843 0.035
H -3.164 1.728 3.682 0.043
H -2.833 2.133 -0.301 0.029
H -3.834 2.166 1.228 0.031
H -2.628 3.393 0.914 0.056
H -0.373 3.543 1.721 0.048
H 0.624 2.332 0.894 0.022
H 0.516 2.391 2.716 0.034
C 4.775 -0.825 -0.570 -0.081
C 5.718 0.336 -0.835 -0.274
O 6.570 0.631 0.257 -0.162
C 7.458 -0.402 0.654 -0.281
C 8.441 -0.810 -0.429 -0.076
H 4.231 -0.668 0.357 0.037
H 4.061 -0.929 -1.388 0.082
H 5.315 -1.770 -0.477 0.070
H 5.130 1.240 -1.009 0.110
H 6.304 0.167 -1.744 0.112
H 6.897 -1.270 1.019 0.104
H 8.013 -0.009 1.507 0.119
H 7.938 -1.293 -1.269 0.067
H 9.174 -1.513 -0.032 0.079
H 8.965 0.064 -0.820 0.086
C 1.916 2.683 -2.298 -0.072
C 1.873 4.164 -2.632 -0.283
O 3.147 4.718 -2.903 -0.169
C 3.843 4.174 -4.013 -0.271
C 3.118 4.357 -5.335 -0.074
H 2.636 2.495 -1.499 0.069
H 0.933 2.330 -1.978 0.064
H 2.219 2.086 -3.160 0.070
H 1.483 4.706 -1.771 0.092
H 1.186 4.362 -3.462 0.110
H 4.077 3.117 -3.837 0.105
H 4.796 4.700 -4.056 0.121
H 2.196 3.772 -5.374 0.065
H 3.750 4.034 -6.162 0.079
H 2.848 5.404 -5.483 0.084
C -2.923 5.307 -4.481 -0.078
C -3.410 4.142 -5.326 -0.273
O -2.475 3.081 -5.425 -0.151
C -2.120 2.452 -4.214 -0.291
C -3.267 1.788 -3.480 -0.078
H -1.943 5.645 -4.822 0.081
H -3.625 6.139 -4.540 0.079
H -2.825 5.028 -3.429 0.062
H -3.579 4.490 -6.346 0.121
H -4.374 3.770 -4.961 0.109
H -1.611 3.157 -3.544 0.099
H -1.393 1.679 -4.472 0.119
H -3.984 2.522 -3.103 0.071
H -2.884 1.225 -2.626 0.055
H -3.815 1.108 -4.135 0.086
C 2.467 6.937 -0.729 -0.084
C 1.235 7.446 -0.001 -0.275
O 1.248 7.185 1.393 -0.170
C 2.305 7.778 2.128 -0.284
C 2.306 9.296 2.077 -0.079
H 2.639 5.884 -0.505 0.070
H 2.348 7.053 -1.806 0.081
H 3.364 7.483 -0.432 0.075
H 0.354 6.934 -0.394 0.113
H 1.083 8.514 -0.188 0.109
H 3.270 7.375 1.803 0.107
H 2.168 7.459 3.163 0.116
H 2.532 9.664 1.074 0.067
H 3.060 9.698 2.755 0.078
H 1.329 9.691 2.359 0.083



26
Properties=species:S:1:pos:R:3:lowdin_charge:R:1 method="wB97M-V/def2-TZVPD" fmax_ev_per_a=2.95 lumo_energy_ev=0.8322 multiplicity=1 de_lowest_kj_mol=57.7 energy_ha=-1213.11848 homo_lumo_gap_ev=10.96 total_charge=0
C -1.547 -1.042 -2.505 -0.174
O -0.533 -1.206 -1.592 -0.213
Si -0.272 -0.127 -0.322 0.413
C 0.200 -1.188 1.191 -0.224
C 1.216 -0.421 2.038 -0.332
C 1.488 -1.222 3.294 -0.646
Cl 0.049 -1.506 4.208 0.615
O -1.611 0.764 0.196 -0.200
C -1.704 2.067 -0.309 -0.148
O 0.978 0.926 -0.719 -0.213
C 1.274 1.202 -2.052 -0.142
H -2.398 -1.676 -2.237 0.092
H -1.100 -1.383 -3.452 0.092
H -1.878 0.004 -2.655 0.082
H -0.677 -1.347 1.826 0.044
H 0.560 -2.163 0.876 0.084
H 2.142 -0.279 1.479 0.108
H 0.792 0.561 2.250 0.109
H 2.212 -0.698 3.935 0.075
H 1.918 -2.197 3.062 0.075
H -0.671 2.448 -0.319 0.075
H -2.115 2.018 -1.318 0.078
H -2.331 2.668 0.362 0.093
H 2.337 1.222 -2.204 0.079
H 0.856 0.402 -2.709 0.085
H 0.813 2.171 -2.323 0.094



88
Properties=species:S:1:pos:R:3:lowdin_charge:R:1 method="wB97M-V/def2-TZVPD" fmax_ev_per_a=0.80 lumo_energy_ev="2.0900 / 2.0776" multiplicity=6 de_lowest_kj_mol=0.0 energy_ha=-6802.31725 homo_lumo_gap_ev="5.36 / 5.61" total_charge=-1
Mn -0.191 -0.103 -0.735 0.592
C -2.968 1.697 0.144 -0.173
Si -2.882 1.512 -1.744 0.339
C -4.285 0.364 -2.273 -0.177
C -3.310 3.230 -2.434 -0.190
N -1.345 0.883 -2.127 -0.198
C -0.843 0.644 -3.392 -0.331
C -1.443 1.099 -4.572 -0.070
C -0.904 0.851 -5.831 -0.146
C 0.269 0.131 -5.940 -0.146
C 0.887 -0.341 -4.785 -0.075
C 0.364 -0.117 -3.510 -0.321
N 0.939 -0.605 -2.342 -0.189
Si 2.186 -1.772 -2.277 0.358
C 3.822 -1.228 -3.081 -0.178
C 1.715 -3.423 -3.062 -0.178
C 2.563 -2.106 -0.456 -0.175
H -3.740 1.041 0.555 0.024
H -3.207 2.725 0.434 0.020
H -2.034 1.416 0.638 -0.023
H -5.262 0.755 -1.974 0.019
H -4.142 -0.607 -1.790 0.020
H -4.298 0.199 -3.352 0.019
H -4.275 3.552 -2.030 0.021
H -3.385 3.246 -3.523 0.009
H -2.565 3.975 -2.143 -0.001
H -2.366 1.664 -4.505 0.068
H -1.412 1.224 -6.714 0.083
H 0.711 -0.074 -6.909 0.081
H 1.807 -0.907 -4.884 0.069
H 3.834 -1.408 -4.158 0.014
H 4.668 -1.767 -2.644 0.023
H 3.990 -0.159 -2.932 0.003
H 1.515 -3.335 -4.131 0.018
H 0.807 -3.801 -2.585 0.027
H 2.507 -4.164 -2.920 0.019
H 3.348 -1.453 -0.064 0.015
H 2.905 -3.138 -0.334 0.028
H 1.677 -1.996 0.178 -0.003
F -1.440 6.068 3.358 0.128
C -0.834 4.972 2.902 -0.137
C -0.373 4.017 3.782 -0.138
F -0.521 4.201 5.097 0.121
C 0.262 2.885 3.300 -0.206
F 0.742 2.050 4.226 0.101
C 0.425 2.651 1.940 -0.290
P 1.166 1.135 1.192 1.058
C 1.408 -0.040 2.557 -0.369
C 2.664 -0.499 2.942 -0.088
C 2.776 -1.478 3.919 -0.082
C 1.638 -2.002 4.514 -0.084
C 0.383 -1.558 4.118 -0.073
C 0.267 -0.593 3.134 -0.112
C 2.821 1.758 0.788 -0.390
C 3.303 1.528 -0.495 -0.107
C 4.561 1.997 -0.858 -0.068
C 5.327 2.702 0.055 -0.084
C 4.843 2.946 1.336 -0.083
C 3.593 2.477 1.702 -0.091
C -0.014 3.660 1.067 -0.580
Br 0.266 3.534 -0.783 0.934
C -0.640 4.794 1.544 -0.265
F -1.064 5.755 0.722 0.081
H 3.557 -0.104 2.475 0.098
H 3.756 -1.835 4.209 0.100
H 1.727 -2.768 5.275 0.099
H -0.510 -1.985 4.556 0.098
H -0.717 -0.295 2.791 0.095
H 2.685 0.992 -1.210 0.072
H 4.931 1.812 -1.858 0.100
H 6.305 3.072 -0.231 0.100
H 5.441 3.502 2.047 0.100
H 3.217 2.666 2.701 0.111
C -4.290 -4.345 0.812 -0.197
Si -3.021 -3.542 1.945 0.383
C -1.944 -4.885 2.708 -0.194
C -3.929 -2.649 3.334 -0.195
C -1.999 -2.361 1.024 -0.265
C -1.294 -1.570 0.408 -0.163
H -4.839 -5.141 1.322 0.021
H -3.796 -4.773 -0.062 0.026
H -5.009 -3.606 0.454 0.024
H -2.537 -5.585 3.303 0.021
H -1.181 -4.443 3.353 0.012
H -1.427 -5.449 1.928 0.027
H -4.538 -3.337 3.926 0.022
H -4.584 -1.877 2.925 0.025
H -3.222 -2.158 4.008 0.012



18
Properties=species:S:1:pos:R:3:lowdin_charge:R:1 method="wB97M-V/def2-TZVPD" fmax_ev_per_a=8.37 lumo_energy_ev=-1.6146 multiplicity=1 de_lowest_kj_mol=928.6 energy_ha=-347.60949 homo_lumo_gap_ev=5.77 total_charge=0
C -0.685 1.357 -0.407 -0.119
C -1.458 -0.113 -0.384 -0.539
C -0.500 -1.293 -0.406 -0.069
C 0.889 -0.913 0.409 -0.355
C 0.673 0.193 1.338 -0.073
C 0.593 1.011 -0.048 -0.316
C 1.385 -0.185 -0.670 0.147
H -0.640 1.714 -1.485 0.134
H -1.360 2.001 0.066 0.104
H -1.806 -0.592 -1.613 0.175
H -1.022 -1.754 0.643 0.211
H -0.168 -1.909 -1.440 0.168
H 1.512 -1.838 0.569 0.155
H -0.309 0.434 2.018 0.178
H 1.523 0.435 2.002 0.118
H 1.449 1.789 0.052 0.177
H 2.205 -0.143 -1.336 0.126
O -2.280 -0.195 0.692 -0.223



12
Properties=species:S:1:pos:R:3:lowdin_charge:R:1 method="wB97M-V/def2-TZVPD" fmax_ev_per_a=4.33 lumo_energy_ev=-0.0839 multiplicity=1 de_lowest_kj_mol=478.2 energy_ha=-451.79760 homo_lumo_gap_ev=10.60 total_charge=0
O -1.101 -2.823 1.251 0.084
N -0.478 -2.248 0.371 -0.382
O -0.480 -2.622 -0.775 0.085
C 0.104 -0.955 0.675 -0.196
C -0.662 0.215 -0.425 0.012
O 0.544 0.863 -0.915 -0.048
C 1.582 0.081 -0.576 -0.181
N 1.459 -0.802 0.345 0.119
H -0.162 -0.648 1.666 0.141
H -1.160 -0.440 -1.127 0.099
H -1.200 1.079 0.059 0.136
H 2.486 0.605 -0.739 0.132